No. 1
151
Properties=species:S:1:pos:R:3 method="wB97M-V/def2-TZVPD" smiles="CCC[C@H](C)[C@](C#N)(COC(C)=O)[C@@](C#N)(CCO)P(=N)(O)O.CCOP(=O)(OCC)OCC.CCOP(=O)(OCC)OCC.CCOP(=O)(OCC)OCC.CCOP(=O)(OCC)OCC" de_lowest_kcal_mol=105.56 gap_ev=8.305 energy_ha=-4949.50907 e_lumo_ev=-0.9
C -2.09628 -2.27134 1.03462
C -3.37213 -1.45644 0.76982
C -4.64861 -2.33992 0.77199
C -4.78471 -2.98320 -0.64328
C -5.38424 -1.87651 -1.53279
C -5.66647 -4.28181 -0.66120
C -6.42494 -4.24548 -1.95175
N -7.02748 -4.23760 -2.93429
C -6.76027 -4.32618 0.41342
O -6.25904 -4.72063 1.70207
C -6.99305 -4.12545 2.69048
C -6.23964 -3.43861 3.81487
O -8.19321 -4.15414 2.71414
C -4.81610 -5.62874 -0.73368
C -3.77288 -5.47780 0.31966
N -3.06774 -5.35650 1.23666
C -5.65464 -6.87008 -0.32800
C -5.06150 -8.23798 -0.68075
O -3.77496 -8.44625 -0.11209
P -3.97665 -5.85297 -2.40184
N -4.86485 -6.56806 -3.44843
O -2.61941 -6.65027 -2.14060
O -3.54137 -4.43889 -3.00807
H -2.06458 -2.65435 2.05240
H -1.23999 -1.60098 0.91919
H -1.96285 -3.04316 0.27982
H -3.45683 -0.66151 1.51325
H -3.21244 -0.96843 -0.19375
H -4.43891 -3.11837 1.50407
H -5.53502 -1.75856 1.02935
H -3.75872 -3.15314 -0.96087
H -6.45022 -1.74243 -1.33745
H -5.18469 -2.04085 -2.59018
H -4.93129 -0.91380 -1.29693
H -7.21679 -3.33794 0.48368
H -7.55673 -5.01102 0.12457
H -5.87175 -4.23823 4.46155
H -5.40043 -2.85798 3.43830
H -6.91553 -2.80060 4.37045
H -6.63390 -6.75041 -0.80314
H -5.86181 -6.89457 0.74205
H -5.06864 -8.47953 -1.73739
H -5.71914 -8.97919 -0.20289
H -3.87958 -8.25529 0.82449
H -5.77295 -6.77736 -3.05131
H -1.99790 -6.09299 -1.65046
H -4.09442 -4.27930 -3.78539
O -3.27507 -0.57339 -5.14574
P -2.48285 0.22270 -6.13226
O -3.56606 0.45204 -7.35927
C -4.93246 0.76174 -7.10117
C -5.20023 2.25084 -7.21924
O -1.56615 -0.97315 -6.76713
C -1.38239 -2.19873 -6.06263
C -2.36640 -3.25095 -6.52671
O -1.39707 1.25254 -6.81360
C -1.63025 2.65990 -6.80588
C -1.86542 3.21601 -5.41713
H -5.25104 0.40309 -6.12155
H -5.52217 0.22891 -7.84964
H -4.67417 2.80552 -6.43802
H -6.26706 2.45583 -7.11841
H -4.86164 2.63324 -8.18310
H -1.45555 -2.04128 -4.98674
H -0.36360 -2.53484 -6.26620
H -3.39336 -2.88599 -6.48652
H -2.28590 -4.14597 -5.90635
H -2.17496 -3.52840 -7.56424
H -2.45658 2.89767 -7.47949
H -0.74019 3.12256 -7.23441
H -2.71794 2.72730 -4.93002
H -2.06154 4.28750 -5.46166
H -0.99246 3.04834 -4.78627
O 4.76054 -3.50294 4.50391
P 3.29277 -3.22767 4.53386
O 2.73448 -4.47050 3.59024
C 3.28620 -5.78172 3.66941
C 2.44186 -6.69460 4.53944
O 3.17348 -1.99640 3.47167
C 4.30600 -1.19621 3.13558
C 4.95453 -1.69619 1.86106
O 1.76749 -2.87226 5.03188
C 1.08453 -3.72854 5.94433
C 1.85810 -3.96941 7.22391
H 4.31374 -5.76712 4.03397
H 3.30808 -6.17485 2.65105
H 2.45557 -6.36407 5.58114
H 2.82443 -7.71571 4.50470
H 1.40308 -6.70040 4.20640
H 5.01999 -1.16228 3.95791
H 3.94406 -0.17624 2.98653
H 5.18044 -2.76046 1.92014
H 5.87821 -1.15254 1.65647
H 4.27761 -1.56307 1.01541
H 0.82919 -4.66556 5.44606
H 0.13949 -3.23743 6.18007
H 2.84252 -4.40610 7.01949
H 1.31106 -4.64547 7.88102
H 2.02379 -3.02929 7.75210
O 0.21588 1.82074 -0.28905
P 1.54140 2.50100 -0.31991
O 1.18589 4.06399 -0.69843
C 0.03572 4.71726 -0.16950
C 0.38619 5.58162 1.02753
O 2.15065 1.96138 -1.73327
C 1.59807 0.82049 -2.38547
C 0.59666 1.23922 -3.44192
O 3.08007 2.82480 0.13210
C 3.34295 3.52651 1.34781
C 2.71745 2.86146 2.55632
H -0.74587 4.00583 0.10068
H -0.36128 5.34918 -0.96666
H 0.72427 4.96829 1.86632
H -0.48512 6.15072 1.35526
H 1.18737 6.28050 0.78358
H 1.15112 0.13639 -1.66519
H 2.42610 0.28824 -2.85736
H -0.16022 1.91145 -3.03585
H 0.09775 0.36615 -3.86946
H 1.09869 1.78166 -4.24572
H 3.02740 4.56724 1.25065
H 4.42636 3.54468 1.47130
H 1.63095 2.76723 2.44396
H 2.92277 3.43687 3.45902
H 3.11733 1.85466 2.68702
O 5.79937 7.08709 1.85701
P 7.20620 7.46522 2.23246
O 7.14822 9.09278 1.92023
C 6.05280 9.89847 2.34262
C 6.36588 10.63683 3.63124
O 7.90845 6.95923 0.83898
C 7.29435 5.97539 0.00620
C 6.50628 6.63180 -1.10910
O 8.76448 7.59405 2.76267
C 9.05606 8.22397 4.00761
C 8.30505 7.61199 5.17168
H 5.14087 9.31213 2.46201
H 5.87085 10.62357 1.54684
H 6.48729 9.93748 4.46260
H 5.55696 11.32390 3.88394
H 7.29112 11.20713 3.53959
H 6.66835 5.30237 0.59124
H 8.09782 5.37145 -0.42003
H 5.80187 7.36713 -0.72075
H 5.95374 5.88704 -1.68428
H 7.17908 7.16401 -1.78354
H 8.86958 9.29721 3.92827
H 10.12870 8.10828 4.16890
H 7.22068 7.65463 5.01375
H 8.53915 8.13666 6.09794
H 8.57475 6.56150 5.28939

=====

No. 2
155
Properties=species:S:1:pos:R:3 method="wB97M-V/def2-TZVPD" de_lowest_kcal_mol=133.76 gap_ev=8.304 energy_ha=-6887.30426 e_lumo_ev=-0.5
C -1.13317 0.00868 -0.31708
C 0.43025 0.27791 -0.42933
C 1.17546 0.15162 0.88566
O 1.99792 -0.92082 0.61057
C 1.80802 -1.37312 -0.64995
O 2.25828 -2.45749 -1.05019
O 1.01883 -0.63187 -1.30910
H -1.69078 0.21769 -1.23004
H -1.50114 0.55469 0.55158
H -1.31689 -1.05157 -0.14318
H 0.50313 1.27376 -0.86645
H 0.43761 -0.11902 1.64093
H 1.82895 1.01019 1.04027
C 7.48967 4.38197 5.21454
C 6.38671 3.34801 5.58591
C 6.52824 2.08898 4.72039
O 6.88116 1.06402 5.62724
C 6.68645 1.50582 6.88669
O 6.78816 0.88993 7.91588
O 6.55262 2.77078 6.83414
H 8.51391 4.02010 5.12462
H 7.59244 5.18737 5.94177
H 7.33213 4.91151 4.27493
H 5.42112 3.85123 5.53587
H 7.18991 2.21989 3.86414
H 5.54628 1.92942 4.27498
C 0.95944 -5.88648 -6.91729
C 1.08309 -5.92104 -8.47635
C 2.25258 -6.78014 -8.95530
O 1.66503 -7.52305 -9.92898
C 0.31949 -7.30995 -9.99935
O -0.46993 -7.71615 -10.80604
O -0.00357 -6.44844 -9.06436
H 0.15193 -5.26248 -6.53434
H 1.93746 -5.58515 -6.54209
H 0.83508 -6.90839 -6.55904
H 1.24095 -4.95136 -8.94848
H 2.68457 -7.39141 -8.16295
H 3.09128 -6.20106 -9.34173
C -4.78134 7.33922 6.56971
C -5.88631 6.98417 5.59128
C -5.82420 7.74543 4.28076
O -5.61892 6.77579 3.26885
C -5.58751 5.55980 3.81673
O -5.36231 4.50740 3.19295
O -5.68190 5.65451 5.19396
H -3.80065 7.24496 6.10338
H -4.76992 6.72072 7.46717
H -4.85039 8.41238 6.74761
H -6.83209 7.03925 6.13032
H -5.02062 8.47981 4.33592
H -6.75093 8.28308 4.08021
C -5.84343 -2.40676 3.18020
C -6.84296 -1.20306 3.40335
C -8.23302 -1.64240 3.84200
O -8.47081 -1.03228 5.11836
C -7.34354 -0.46160 5.50368
O -7.16278 0.10289 6.64618
O -6.43146 -0.52849 4.55066
H -6.20509 -2.97654 2.32425
H -5.69948 -3.07765 4.02713
H -4.84565 -2.04306 2.93475
H -7.06594 -0.57035 2.54425
H -8.38688 -2.71069 3.99429
H -8.95079 -1.28431 3.10397
C 6.17712 -9.59747 -2.42680
S 4.81239 -8.61020 -3.14096
O 4.12787 -9.57967 -4.10703
C 3.82160 -8.74469 -1.59686
H 6.85368 -10.02879 -3.16460
H 5.64990 -10.48909 -2.08747
H 6.76709 -9.16015 -1.62133
H 4.19979 -8.12992 -0.78006
H 3.65514 -9.75461 -1.22210
H 2.82992 -8.32324 -1.76130
C -2.25713 1.23013 -6.49849
S -1.72342 0.64796 -8.09701
O -0.43043 -0.04700 -7.72679
C -1.30217 2.36389 -8.66241
H -1.31647 1.44019 -5.98942
H -2.83277 0.46814 -5.97301
H -2.97756 2.04809 -6.50113
H -1.07435 3.06066 -7.85575
H -2.20088 2.67525 -9.19481
H -0.45428 2.26579 -9.34032
C -2.95705 6.47749 -2.52435
S -2.18161 7.28420 -4.03724
O -3.17702 7.25169 -5.18253
C -2.11370 9.05007 -3.43894
H -2.58106 6.80302 -1.55442
H -2.66659 5.42798 -2.57191
H -4.04568 6.53215 -2.52803
H -1.76280 9.67238 -4.26217
H -1.47038 9.13022 -2.56271
H -3.13127 9.38550 -3.23853
C -1.36274 1.73020 7.59138
S 0.25953 0.78864 7.80835
O 1.09776 1.05518 6.58341
C 0.91610 1.83058 9.14917
H -1.71552 1.31615 6.64681
H -1.27567 2.81651 7.57026
H -2.06409 1.40982 8.36180
H 0.87994 2.83507 8.72751
H 1.92704 1.58501 9.47443
H 0.17839 1.74382 9.94689
C 9.10808 3.95735 -3.38306
S 8.59177 2.46506 -2.37997
O 9.84129 2.34973 -1.47971
C 7.20115 3.17641 -1.36804
H 9.49801 4.78775 -2.79444
H 8.38744 4.41965 -4.05763
H 9.94120 3.72979 -4.04806
H 6.75484 2.37584 -0.77813
H 6.41857 3.56440 -2.02005
H 7.57606 3.96424 -0.71468
C -2.92646 -6.01605 -1.67373
S -3.23827 -7.79019 -1.81648
O -2.92863 -8.32197 -0.42723
C -5.06462 -7.73753 -1.89460
H -3.44159 -5.44220 -2.44408
H -1.84784 -5.86545 -1.62899
H -3.31972 -5.61500 -0.73961
H -5.47986 -8.72067 -1.67292
H -5.47320 -7.47305 -2.86990
H -5.46923 -7.15975 -1.06361
C 6.56236 -4.13764 2.05609
S 7.83614 -5.43791 1.78443
O 7.08262 -6.80222 1.67940
C 8.22099 -4.95353 0.00673
H 5.65616 -4.63973 1.71723
H 6.68112 -3.21752 1.48392
H 6.52631 -3.83883 3.10371
H 8.08393 -3.92189 -0.31736
H 7.41862 -5.44389 -0.54448
H 9.08604 -5.48833 -0.38543
C -9.30457 -2.11312 -2.54356
S -7.80898 -1.36877 -3.36535
O -6.62556 -2.08787 -2.71487
C -8.12954 -2.07798 -5.08695
H -10.23077 -1.59463 -2.79136
H -9.23808 -1.99107 -1.46246
H -9.24842 -3.19212 -2.68751
H -7.28371 -1.75980 -5.69638
H -9.01415 -1.68124 -5.58512
H -8.14711 -3.14683 -4.87397
C 0.40129 5.56800 3.17063
S 1.82838 6.43310 2.46498
O 3.00276 5.46313 2.44097
C 2.17515 7.44841 3.93637
H -0.30441 6.27667 3.60404
H 0.83183 5.11503 4.06369
H -0.10830 4.82405 2.55830
H 3.01964 8.13106 3.84180
H 2.31128 6.91958 4.87971
H 1.28757 8.06972 4.05578